C23H50N2O42PS10 | ωB97M-V with the def2-TZVPD basis set

Each line ends with the Löwdin charge.
Cartesian coordinates (Å):
1 S -3.8901 9.9137 3.5424  0.634
2 S 4.1818 -1.2888 -2.8488  0.695
3 S -5.2625 5.4727 -1.3861  0.640
4 S 3.6973 0.8308 -8.0547  0.639
5 S -1.1582 -10.5134 -7.5706  0.631
6 S -1.0258 -0.0231 4.1490  0.649
7 S 0.4902 2.5725 0.6138  0.650
8 S -1.1017 -5.7231 3.5876  0.634
9 S 1.2750 -1.1515 -0.3916  0.669
10 S 1.2787 -8.8434 -1.3796  0.628
11 P -0.8790 4.4828 5.3025  0.836
12 O 3.3496 2.0536 -9.0533  -0.182
13 O 1.0736 -7.4168 -0.6442  -0.196
14 O -5.0083 7.0172 -0.9779  -0.182
15 O 3.1873 1.1526 -6.7653  -0.231
16 O -2.4284 -10.9886 -8.0019  -0.221
17 O -0.6894 -7.0884 3.5089  -0.224
18 O -3.9702 10.4477 2.2251  -0.215
19 O -0.4766 -5.0818 4.9357  -0.187
20 O -0.7109 -11.3613 -6.2667  -0.188
21 O -6.3240 5.4259 -2.3297  -0.200
22 O 2.5303 -1.2828 0.2706  -0.205
23 O 4.4479 0.2958 -3.0570  -0.181
24 O 4.5580 -1.7666 -4.3477  -0.178
25 O 5.1617 -1.8032 -1.9531  -0.210
26 O 2.7686 -1.4862 -2.6488  -0.254
27 O -2.3920 10.1705 4.1026  -0.177
28 O -4.8220 10.2390 4.5641  -0.202
29 O -0.7457 3.4712 1.1714  -0.226
30 O 0.1663 -1.9888 0.4476  -0.206
31 O 0.0066 -9.3197 -1.8120  -0.230
32 O -0.9589 -0.7255 5.6044  -0.185
33 O 2.3984 -8.7370 -2.2527  -0.217
34 O -2.4629 -5.3195 3.4877  -0.217
35 O -3.7981 8.2984 3.4296  -0.201
36 O 1.7274 -9.6921 -0.0777  -0.181
37 O -5.8309 4.9666 0.0422  -0.187
38 O -2.1040 4.5895 4.4200  -0.395
39 O -0.2306 -4.8729 2.5227  -0.209
40 O 1.2864 -2.0784 -1.7181  -0.287
41 O -0.0377 -10.4078 -8.4435  -0.223
42 O 0.2835 1.2242 1.0055  -0.234
43 O 1.0566 5.6141 4.0685  -0.005
44 O 5.0480 0.4372 -8.2771  -0.208
45 O -2.6322 0.0660 4.0291  -0.170
46 O -3.9960 4.8559 -1.6188  -0.236
47 O 2.7317 -0.2760 -8.7286  -0.180
48 O 1.7080 3.2787 0.8862  -0.239
49 O 0.1654 2.7188 -0.9571  -0.167
50 O -0.5459 -0.9438 3.1814  -0.202
51 O 0.7138 0.1152 -0.7325  -0.251
52 O -1.3609 -9.0850 -6.8357  -0.193
53 O -0.5126 1.3084 4.2599  -0.265
54 N 0.5400 4.3237 4.2132  -0.219
55 N 3.4316 3.9919 3.1318  0.170
56 C 0.4873 -3.8391 3.2059  -0.166
57 C 2.0659 -8.7882 0.9762  -0.160
58 C -2.4311 7.9021 3.5213  -0.189
59 C -2.2403 -0.6244 6.2329  -0.159
60 C 3.0440 4.0279 4.3688  -0.357
61 C 0.5301 -3.2699 -1.4725  -0.133
62 C -5.6897 7.2967 0.2482  -0.157
63 C 4.5985 -0.6215 -5.2079  -0.187
64 C -1.3020 4.2211 0.0868  -0.167
65 C -5.6492 5.9918 1.0227  -0.167
66 C 5.0756 0.5152 -4.3234  -0.161
67 C 2.6797 1.5395 -10.2071  -0.165
68 C 1.1541 -7.5924 0.7727  -0.177
69 C 0.7225 -4.3753 4.6061  -0.158
70 C -1.1159 3.3395 -1.1339  -0.142
71 C -0.3724 -10.4558 -5.2140  -0.175
72 C -1.7853 8.9244 4.4411  -0.176
73 C -3.2382 -0.6778 5.0922  -0.149
74 C 1.8884 0.3482 -9.6998  -0.163
75 C -0.5110 -2.8824 -0.4364  -0.162
76 C -1.2817 -9.2584 -5.4195  -0.173
77 C 3.9825 4.7118 5.4305  -0.048
78 C 1.6229 3.3561 4.7153  -0.064
79 H 1.2119 -4.0310 -1.0817  0.136
80 H 4.8716 5.1671 4.8809  0.097
81 H -4.6739 5.8425 1.4954  0.121
82 H -0.7333 5.1509 -0.0084  0.135
83 H 0.8127 5.8601 3.1436  0.164
84 H 1.5510 -5.0890 4.6229  0.135
85 H 2.6624 3.4989 2.6331  0.017
86 H 0.0777 -3.6292 -2.3964  0.143
87 H 3.4399 1.2311 -10.9299  0.137
88 H 0.9133 -3.5829 5.3285  0.135
89 H -1.1389 3.9105 -2.0608  0.145
90 H 1.5768 2.4177 4.0714  0.135
91 H -0.9821 3.4680 6.2969  0.051
92 H 6.1585 0.4753 -4.1780  0.136
93 H -0.7350 5.7268 6.0169  0.063
94 H -0.5160 -10.9243 -4.2417  0.130
95 H -1.3423 -2.3396 -0.8954  0.134
96 H -2.3478 4.4552 0.2763  0.117
97 H -0.8981 -3.7430 0.1087  0.126
98 H 0.9706 0.6673 -9.1991  0.135
99 H 5.2627 -0.7976 -6.0527  0.127
100 H 3.1168 -8.5093 0.8577  0.136
101 H 3.5015 5.5687 5.9957  0.083
102 H -2.3507 6.8844 3.9052  0.093
103 H 3.5910 -0.4392 -5.5712  0.100
104 H -3.3901 -1.7035 4.7465  0.141
105 H -2.0096 8.7099 5.4900  0.134
106 H -6.7170 7.5818 0.0065  0.141
107 H 1.4200 -3.6157 2.6878  0.145
108 H -2.2862 0.3360 6.7544  0.129
109 H 1.5055 3.1142 5.8158  0.134
110 H -4.1989 -0.2418 5.3637  0.143
111 H -1.9979 7.9466 2.5168  0.134
112 H 1.9243 -9.2581 1.9483  0.140
113 H -0.7048 8.9776 4.3058  0.134
114 H -2.3833 -1.4317 6.9494  0.144
115 H 4.7998 1.4903 -4.7220  0.128
116 H 4.4225 3.9258 6.1208  0.091
117 H 1.5436 -6.6918 1.2462  0.128
118 H 0.2442 3.9440 3.2852  0.147
119 H -1.8739 2.5536 -1.1729  0.145
120 H -6.4301 5.9371 1.7804  0.141
121 H 2.0434 2.3014 -10.6547  0.139
122 H 1.6409 -0.3525 -10.4964  0.140
123 H -0.1396 -2.9462 3.2224  0.090
124 H -2.2888 -9.4577 -5.0437  0.134
125 H -0.8909 -8.3582 -4.9464  0.132
126 H -5.2040 8.1130 0.7819  0.124
127 H 0.1487 -7.7939 1.1492  0.121
128 H 0.6787 -10.1779 -5.3319  0.136

* electronic energy: -8498.5242 hartree
* gap between HOMO and LUMO: 7.93 eV
* charge: +1
* multiplicity: 1